(1)
{
  "formula": "C2H6Cl2NP",
  "method": "ωB97M-V/def2-TZVPD",
  "e_homo_ev": [-9.38, -9.31],
  "e_above_lowest_kcal_mol": 85.4,
  "gap_ev": [8.393, 8.341],
  "lumo_ev": [-0.99, -0.97],
  "symbols": ["C", "C", "N", "P", "Cl", "Cl", "H", "H", "H", "H", "H", "H"],
  "xyz": [[-1.506, 1.063, -0.335], [1.475, -1.153, 0.575], [-1.156, -0.150, -0.787], [2.242, 0.081, -0.569], [4.228, -0.079, -0.269], [1.895, 1.587, 0.662], [-1.961, 1.093, 0.738], [-2.257, 1.597, -1.054], [-0.616, 1.817, -0.185], [0.375, -1.089, 0.181], [1.880, -2.156, 0.424], [1.573, -0.921, 1.601]],
  "forces_ev_per_a": [[-0.719, 3.427, 1.076], [-1.206, -0.463, -2.230], [0.147, -0.830, -0.316], [-0.760, -1.443, -0.612], [1.035, -0.404, 0.164], [-0.411, 2.080, 1.055], [0.329, -0.413, -1.447], [1.013, -0.792, 1.078], [-1.117, -1.245, -0.560], [1.856, -0.425, 1.069], [-0.180, 0.000, -0.305], [0.012, 0.507, 1.029]]
}

(2)
{
  "formula": "C25H65FN3O12S10",
  "method": "ωB97M-V/def2-TZVPD",
  "e_homo_ev": -10.08,
  "e_above_lowest_kcal_mol": 9.2,
  "gap_ev": 6.107,
  "charge": 1,
  "lumo_ev": -3.98,
  "symbols": ["O", "N", "O", "C", "C", "C", "N", "N", "C", "F", "C", "H", "H", "H", "H", "H", "C", "S", "O", "C", "H", "H", "H", "H", "H", "H", "C", "S", "O", "C", "H", "H", "H", "H", "H", "H", "C", "S", "O", "C", "H", "H", "H", "H", "H", "H", "C", "S", "O", "C", "H", "H", "H", "H", "H", "H", "C", "S", "O", "C", "H", "H", "H", "H", "H", "H", "C", "S", "O", "C", "H", "H", "H", "H", "H", "H", "C", "S", "O", "C", "H", "H", "H", "H", "H", "H", "C", "S", "O", "C", "H", "H", "H", "H", "H", "H", "C", "S", "O", "C", "H", "H", "H", "H", "H", "H", "C", "S", "O", "C", "H", "H", "H", "H", "H", "H"],
  "xyz": [[0.410, 1.716, 1.031], [0.264, 2.809, 0.685], [-0.888, 2.889, -0.191], [-1.903, 3.681, 0.377], [-3.267, 3.090, 0.236], [-3.517, 1.716, 0.122], [-4.761, 1.342, 0.026], [-5.846, 2.074, 0.048], [-5.635, 3.349, 0.153], [-6.683, 4.123, 0.188], [-4.357, 3.881, 0.238], [-1.709, 3.838, 1.443], [-1.916, 4.672, -0.087], [-2.724, 0.984, 0.114], [-4.925, 0.326, -0.059], [-4.249, 4.957, 0.312], [1.089, 3.937, -5.414], [0.076, 3.876, -3.932], [-0.093, 5.275, -3.447], [1.321, 3.107, -2.889], [0.514, 4.433, -6.194], [1.999, 4.502, -5.214], [1.335, 2.924, -5.729], [2.210, 3.735, -2.860], [1.570, 2.120, -3.281], [0.908, 3.012, -1.889], [3.568, 7.088, 0.478], [1.970, 6.823, -0.292], [1.512, 5.456, 0.103], [2.576, 6.710, -1.978], [3.415, 7.147, 1.553], [4.233, 6.255, 0.244], [3.991, 8.025, 0.119], [3.305, 5.901, -2.056], [3.032, 7.659, -2.261], [1.724, 6.502, -2.626], [-3.106, -2.687, -2.323], [-4.088, -2.669, -0.835], [-4.162, -1.225, -0.394], [-2.895, -3.475, 0.220], [-3.667, -2.188, -3.112], [-2.169, -2.154, -2.149], [-2.915, -3.720, -2.612], [-1.964, -2.909, 0.235], [-2.726, -4.484, -0.156], [-3.308, -3.522, 1.226], [4.628, 0.973, -1.945], [5.004, 2.378, -3.000], [4.318, 2.160, -4.303], [6.740, 1.982, -3.236], [3.566, 1.003, -1.708], [4.855, 0.039, -2.460], [5.207, 1.049, -1.025], [6.833, 0.991, -3.681], [7.253, 2.016, -2.275], [7.168, 2.726, -3.905], [1.990, -3.459, 1.731], [0.855, -2.076, 1.803], [-0.281, -2.380, 0.878], [1.902, -0.889, 0.968], [1.500, -4.326, 2.171], [2.249, -3.675, 0.695], [2.885, -3.222, 2.302], [2.159, -1.262, -0.025], [2.806, -0.722, 1.554], [1.341, 0.041, 0.881], [-5.010, -8.029, -3.339], [-4.755, -6.281, -3.650], [-3.927, -5.751, -2.526], [-6.450, -5.775, -3.340], [-4.051, -8.534, -3.440], [-5.393, -8.172, -2.328], [-5.710, -8.430, -4.072], [-6.741, -6.063, -2.330], [-7.106, -6.244, -4.073], [-6.504, -4.693, -3.443], [2.073, -4.425, -3.557], [2.284, -2.662, -3.825], [3.072, -2.132, -2.682], [0.579, -2.197, -3.523], [3.048, -4.899, -3.656], [1.680, -4.603, -2.555], [1.395, -4.829, -4.309], [0.278, -2.505, -2.520], [-0.067, -2.657, -4.271], [0.513, -1.113, -3.605], [0.018, 6.584, 4.270], [-0.291, 7.463, 2.732], [0.899, 8.307, 2.463], [-1.578, 8.540, 3.381], [0.828, 5.878, 4.095], [0.309, 7.290, 5.047], [-0.880, 6.041, 4.567], [-1.187, 9.121, 4.216], [-2.427, 7.937, 3.704], [-1.889, 9.211, 2.582], [2.794, -5.211, 5.094], [4.308, -4.896, 4.174], [4.158, -5.532, 2.837], [5.364, -5.965, 5.158], [1.982, -4.663, 4.620], [2.568, -6.277, 5.079], [2.911, -4.862, 6.120], [4.975, -6.983, 5.137], [5.402, -5.594, 6.182], [6.362, -5.944, 4.725], [-3.471, -4.193, 5.324], [-1.892, -4.278, 4.469], [-0.863, -4.649, 5.476], [-1.728, -2.513, 4.178], [-3.741, -5.201, 5.634], [-3.382, -3.552, 6.201], [-4.232, -3.807, 4.645], [-1.749, -1.975, 5.127], [-2.535, -2.171, 3.530], [-0.769, -2.358, 3.687]],
  "forces_ev_per_a": [[-0.020, 0.482, -0.234], [0.152, 0.019, 0.879], [-0.909, -0.737, -0.506], [0.470, 1.035, 0.034], [0.635, -0.945, -0.103], [0.683, 0.902, 0.074], [-0.250, -1.368, 0.089], [-0.478, 0.040, -0.105], [0.250, -0.454, 0.063], [-0.188, 0.146, -0.030], [-0.386, 1.825, 0.101], [0.001, 0.026, 0.044], [0.114, 0.013, 0.004], [-0.193, -0.369, -0.127], [0.105, -0.480, -0.216], [-0.057, 0.048, -0.030], [0.021, 0.070, -0.118], [0.097, -0.145, 0.034], [-0.033, 0.036, -0.008], [0.083, -0.112, 0.068], [-0.060, 0.003, 0.054], [0.001, -0.035, 0.068], [0.023, -0.007, 0.054], [-0.011, 0.011, -0.044], [0.023, 0.049, -0.098], [-0.076, 0.127, -0.026], [0.115, -0.101, 0.133], [-0.105, 0.296, -0.159], [0.029, -0.206, 0.077], [0.034, -0.100, -0.114], [-0.102, 0.054, -0.023], [-0.054, -0.019, -0.060], [-0.051, 0.017, -0.007], [0.013, 0.010, 0.060], [-0.006, 0.017, 0.054], [-0.047, -0.024, 0.074], [0.238, 0.194, -0.229], [-0.240, -0.491, -0.138], [0.133, 0.510, 0.185], [-0.015, 0.090, -0.003], [-0.071, 0.004, 0.057], [-0.042, 0.026, 0.120], [-0.120, -0.050, 0.105], [-0.183, -0.052, -0.026], [-0.129, -0.006, -0.068], [-0.089, -0.020, -0.014], [0.021, -0.162, 0.019], [0.036, 0.096, 0.090], [-0.058, -0.060, 0.032], [0.089, -0.066, -0.045], [-0.007, 0.039, -0.040], [-0.060, 0.018, -0.055], [0.003, 0.061, -0.008], [-0.067, 0.001, -0.007], [-0.028, 0.027, 0.009], [-0.058, 0.028, 0.003], [-0.079, -0.076, -0.065], [0.459, 0.027, 0.004], [0.210, 0.138, -0.043], [0.037, 0.115, -0.278], [-0.016, 0.025, 0.025], [0.004, 0.070, -0.020], [-0.001, 0.022, -0.014], [0.004, -0.096, 0.014], [-0.040, -0.026, 0.049], [0.306, -0.550, 0.054], [-0.002, -0.099, 0.083], [-0.063, -0.066, -0.140], [-0.018, 0.044, 0.117], [-0.076, 0.008, 0.084], [0.022, 0.060, -0.025], [0.006, 0.066, 0.006], [0.012, 0.036, -0.028], [0.059, -0.014, 0.008], [0.029, 0.005, -0.027], [0.054, -0.004, -0.023], [-0.072, -0.088, 0.108], [0.030, -0.019, -0.237], [0.051, 0.073, 0.284], [-0.237, -0.017, 0.059], [0.027, 0.067, -0.022], [0.001, 0.057, 0.007], [0.013, 0.034, -0.023], [0.101, -0.036, 0.030], [0.031, 0.001, -0.022], [0.062, 0.002, -0.031], [0.034, -0.026, 0.120], [-0.117, -0.135, -0.111], [0.063, -0.003, 0.076], [-0.008, 0.084, 0.101], [-0.001, 0.027, -0.081], [-0.002, 0.040, -0.042], [-0.010, 0.014, -0.021], [0.043, -0.009, -0.019], [0.013, -0.020, -0.017], [0.048, -0.028, -0.037], [-0.007, -0.065, 0.000], [-0.019, 0.028, 0.176], [-0.063, -0.037, -0.009], [0.049, -0.075, 0.054], [0.003, 0.014, 0.022], [0.035, -0.004, -0.041], [0.010, 0.027, -0.013], [-0.045, 0.022, -0.051], [-0.007, 0.033, -0.016], [-0.024, 0.042, -0.042], [-0.070, 0.023, 0.105], [-0.097, -0.020, -0.100], [0.064, 0.063, 0.003], [-0.054, 0.085, 0.101], [0.053, -0.019, -0.033], [0.063, -0.001, -0.013], [0.022, -0.012, -0.032], [0.004, -0.091, 0.040], [0.030, -0.040, -0.058], [-0.107, 0.012, 0.062]]
}

(3)
{
  "formula": "C6H16N2O",
  "method": "ωB97M-V/def2-TZVPD",
  "e_homo_ev": -8.85,
  "e_above_lowest_kcal_mol": 30.2,
  "gap_ev": 9.748,
  "smiles": "CC(C)(N)O.C/C=N/C",
  "lumo_ev": 0.90,
  "symbols": ["C", "C", "C", "N", "O", "H", "H", "H", "H", "H", "H", "H", "H", "H", "C", "C", "N", "C", "H", "H", "H", "H", "H", "H", "H"],
  "xyz": [[2.806, 0.114, -1.500], [1.613, -0.007, -0.583], [1.009, -1.407, -0.574], [2.266, 0.221, 0.858], [0.677, 0.966, -0.912], [2.690, -0.484, -2.397], [3.641, -0.248, -0.839], [3.000, 1.152, -1.754], [0.608, -1.642, -1.558], [1.775, -2.132, -0.319], [0.205, -1.462, 0.157], [2.635, 1.166, 0.921], [1.600, 0.115, 1.615], [-0.137, 0.833, -0.372], [-2.944, -0.327, -0.945], [-2.649, 0.073, 0.455], [-1.519, 0.505, 0.799], [-1.250, 0.888, 2.156], [-2.078, -0.164, -1.581], [-3.227, -1.379, -0.976], [-3.788, 0.249, -1.324], [-3.477, -0.017, 1.173], [-0.892, 1.920, 2.156], [-0.437, 0.263, 2.533], [-2.126, 0.802, 2.812]],
  "forces_ev_per_a": [[0.874, -0.450, 1.029], [0.918, 0.386, 2.334], [0.251, 0.289, 0.081], [-0.888, -0.475, -1.544], [-0.409, 0.196, -0.064], [0.100, -0.023, -0.151], [-0.429, 0.139, -1.241], [-0.083, 0.095, -0.069], [-0.040, 0.031, -0.063], [0.044, -0.128, 0.041], [-0.080, -0.064, 0.070], [-0.158, -0.033, -0.216], [-0.225, 0.032, -0.229], [0.294, -0.039, -0.090], [-0.012, -0.048, -0.082], [-0.185, 0.047, 0.120], [0.077, -0.004, -0.314], [-0.065, 0.114, 0.215], [0.043, -0.003, -0.043], [-0.038, -0.047, -0.044], [-0.064, 0.005, -0.054], [0.107, 0.013, 0.093], [-0.019, -0.059, 0.091], [-0.100, 0.046, 0.121], [0.085, -0.022, 0.010]]
}

(4)
{
  "formula": "C36H36ClN4O4V",
  "method": "ωB97M-V/def2-TZVPD",
  "e_homo_ev": [-7.04, -7.22],
  "e_above_lowest_kcal_mol": 25.4,
  "gap_ev": [6.829, 6.953],
  "spin_multiplicity": 3,
  "lumo_ev": [-0.21, -0.27],
  "symbols": ["V", "C", "C", "C", "C", "N", "C", "C", "C", "C", "C", "C", "N", "C", "C", "C", "C", "C", "N", "H", "H", "H", "H", "H", "H", "H", "H", "H", "H", "H", "C", "C", "C", "C", "C", "C", "C", "C", "N", "C", "C", "C", "C", "H", "H", "H", "H", "H", "H", "H", "H", "H", "H", "H", "H", "H", "H", "H", "H", "H", "H", "C", "C", "O", "O", "H", "H", "H", "Cl", "C", "C", "C", "C", "C", "C", "C", "O", "O", "H", "H", "H", "H"],
  "xyz": [[-0.306, -0.252, 0.007], [2.544, -1.151, -4.087], [2.311, -2.353, -3.444], [1.068, -2.571, -2.874], [0.112, -1.567, -2.962], [0.325, -0.409, -3.584], [1.518, -0.216, -4.132], [-1.254, -1.767, -2.400], [-1.955, -2.905, -2.763], [-3.225, -3.104, -2.262], [-3.779, -2.123, -1.465], [-3.037, -0.993, -1.151], [-1.751, -0.842, -1.556], [-3.724, 0.095, -0.396], [-4.519, -0.195, 0.710], [-5.174, 0.844, 1.345], [-5.025, 2.129, 0.848], [-4.227, 2.313, -0.269], [-3.592, 1.322, -0.886], [3.501, -0.931, -4.541], [3.089, -3.102, -3.370], [0.850, -3.482, -2.330], [1.664, 0.736, -4.631], [-1.497, -3.615, -3.437], [-3.785, -3.996, -2.513], [-4.796, -2.201, -1.108], [-4.563, -1.204, 1.098], [-5.774, 0.657, 2.226], [-5.512, 2.974, 1.317], [-4.085, 3.303, -0.690], [4.270, -3.146, -0.437], [4.069, -1.653, -0.401], [5.137, -0.790, -0.185], [4.923, 0.581, -0.155], [6.073, 1.534, 0.050], [3.639, 1.084, -0.326], [2.532, 0.246, -0.537], [2.800, -1.129, -0.590], [1.220, 0.690, -0.748], [0.993, 2.113, -1.114], [1.115, 3.031, 0.116], [-0.449, 2.220, -1.602], [1.910, 2.596, -2.265], [5.328, -3.405, -0.395], [3.852, -3.580, -1.349], [3.774, -3.629, 0.408], [6.138, -1.186, -0.046], [6.957, 1.014, 0.418], [5.815, 2.314, 0.768], [6.342, 2.029, -0.886], [3.518, 2.154, -0.285], [1.993, -1.814, -0.802], [0.398, 2.724, 0.878], [0.892, 4.063, -0.172], [2.106, 3.012, 0.564], [-1.162, 1.947, -0.827], [-0.621, 1.588, -2.472], [-0.669, 3.257, -1.866], [2.666, 3.305, -1.928], [1.314, 3.098, -3.029], [2.427, 1.761, -2.737], [0.757, -3.176, 2.352], [0.543, -2.016, 1.438], [0.869, -0.847, 1.730], [-0.021, -2.214, 0.294], [1.284, -2.858, 3.247], [1.318, -3.955, 1.835], [-0.220, -3.583, 2.613], [-4.199, 2.845, 7.015], [-3.518, 2.062, 5.620], [-3.688, 0.695, 5.460], [-3.145, 0.079, 4.344], [-2.442, 0.821, 3.403], [-2.279, 2.189, 3.582], [-2.818, 2.818, 4.693], [-1.896, 0.134, 2.191], [-2.067, -1.075, 2.010], [-1.256, 0.873, 1.350], [-4.234, 0.130, 6.203], [-3.259, -0.985, 4.186], [-1.729, 2.753, 2.841], [-2.698, 3.882, 4.846]],
  "forces_ev_per_a": [[0.823, 0.316, 0.435], [-0.018, -0.034, -0.032], [-0.044, 0.015, -0.161], [-0.075, -0.103, -0.095], [0.050, 0.060, -0.027], [-0.006, -0.033, -0.080], [-0.025, -0.030, -0.050], [0.107, -0.039, 0.126], [-0.014, -0.008, -0.046], [0.008, -0.056, -0.010], [-0.025, 0.087, -0.042], [0.171, -0.068, -0.064], [-0.666, -0.194, 0.065], [0.029, 0.033, 0.016], [0.001, -0.075, 0.021], [-0.019, 0.006, -0.007], [-0.002, 0.007, 0.000], [0.022, 0.031, -0.011], [0.140, 0.069, -0.063], [0.000, 0.001, 0.016], [-0.024, 0.022, -0.040], [-0.012, 0.020, -0.002], [-0.017, -0.055, -0.011], [0.007, 0.013, -0.014], [-0.006, 0.016, -0.004], [-0.005, 0.006, 0.010], [-0.014, 0.021, -0.022], [0.004, -0.006, -0.005], [0.004, -0.006, 0.000], [-0.011, -0.020, 0.002], [-0.003, -0.002, 0.013], [-0.034, -0.002, 0.024], [0.027, 0.009, -0.022], [0.024, 0.016, 0.005], [-0.005, 0.006, -0.001], [-0.066, -0.010, 0.020], [0.215, 0.025, -0.076], [0.006, 0.026, 0.143], [-0.226, -0.144, 0.202], [0.006, -0.006, -0.054], [0.015, 0.049, -0.005], [-0.048, 0.022, -0.070], [0.081, -0.052, 0.035], [-0.004, 0.001, -0.004], [0.018, -0.010, 0.060], [0.008, 0.004, -0.004], [-0.022, 0.002, 0.006], [-0.012, 0.003, -0.005], [0.001, -0.009, -0.005], [-0.003, -0.008, 0.006], [0.033, -0.042, -0.045], [0.022, 0.088, 0.136], [-0.024, -0.005, 0.014], [0.006, -0.023, 0.001], [-0.090, 0.026, 0.012], [-0.142, -0.007, 0.095], [0.005, 0.021, -0.012], [-0.013, -0.027, 0.019], [0.013, -0.024, 0.018], [0.006, -0.008, 0.006], [-0.012, 0.077, 0.074], [0.019, 0.021, 0.019], [0.077, 0.049, -0.079], [-0.205, -0.130, -0.101], [0.014, 0.059, -0.172], [-0.002, -0.011, 0.003], [-0.011, 0.019, -0.014], [0.005, 0.002, 0.016], [-0.001, 0.000, -0.002], [-0.003, 0.004, -0.007], [0.005, -0.008, -0.018], [-0.015, 0.005, 0.023], [-0.018, 0.010, -0.039], [0.012, 0.009, -0.006], [0.003, 0.009, -0.005], [0.048, -0.110, 0.028], [0.040, 0.093, 0.016], [-0.131, 0.001, -0.154], [0.004, -0.001, -0.007], [0.003, 0.004, 0.002], [-0.009, -0.003, 0.012], [0.000, -0.014, -0.004]]
}